H2S | the ωB97M-V functional and the def2-TZVPD basis

XYZ file:
```
3
Properties=species:S:1:pos:R:3:lowdin_charge:R:1
H -0.987 -0.652 0.167 -0.141
H 0.532 0.968 -0.388 -0.188
S 0.455 -0.316 0.221 0.329
```

Computed properties:
SMILES: S
E_tot: -399.358854 Ha
multiplicity: 1
frontier orbital gap: 10.54 eV
energy above the lowest of the compared OMol25 structures with the same formula, charge and spin: 9.4 kcal/mol
HOMO level: -9.768 eV


H30O15 | the ωB97M-V functional and the def2-TZVPD basis

XYZ file:
```
45
Properties=species:S:1:pos:R:3:lowdin_charge:R:1
O 2.434 -0.635 -2.077 -0.041
H 1.957 0.201 -2.040 -0.030
H 2.887 -0.746 -1.273 -0.006
O 2.417 0.704 1.392 -0.045
H 3.383 0.549 1.362 0.093
H 2.156 0.628 2.326 0.074
O 1.571 1.879 -1.886 -0.056
H 2.052 2.300 -2.599 0.068
H 1.719 2.484 -1.123 0.036
O -0.028 0.045 -0.012 -0.008
H 0.815 0.370 -0.061 -0.041
H -0.015 -0.868 -0.324 0.029
O -2.583 1.361 -0.687 -0.046
H -3.161 1.136 -1.468 0.110
H -1.771 0.949 -0.889 -0.015
O -2.832 -2.970 -1.641 -0.050
H -2.234 -2.241 -1.488 -0.022
H -2.264 -3.735 -1.646 0.032
O -0.436 2.279 2.545 0.008
H -0.098 2.582 3.338 0.012
H -0.336 1.364 2.475 -0.066
O -0.525 -0.318 2.745 -0.046
H -0.126 -0.655 1.980 -0.035
H -1.317 -0.015 2.284 -0.017
O -1.301 -0.924 -2.892 -0.026
H -1.066 -0.028 -3.076 0.036
H -2.002 -1.165 -3.490 0.046
O 1.885 3.491 0.658 -0.041
H 1.579 2.777 1.272 0.026
H 1.303 4.189 0.807 0.013
O -0.839 -2.478 0.436 -0.035
H -0.622 -3.374 0.726 0.074
H -1.776 -2.384 0.575 0.045
O 2.357 -2.259 1.727 -0.039
H 2.161 -2.593 0.848 -0.034
H 2.195 -1.352 1.613 -0.053
O -2.958 0.346 1.806 -0.045
H -3.389 -0.506 1.615 0.066
H -2.787 0.655 0.904 -0.005
O 1.831 -3.337 -0.656 -0.041
H 1.501 -4.155 -0.309 0.045
H 1.146 -3.118 -1.333 0.080
O -0.795 3.304 -1.120 -0.031
H -1.726 3.247 -0.984 0.011
H -0.365 2.996 -0.356 -0.028
```

Computed properties:
E_tot: -1146.577636 Ha
multiplicity: 1
frontier orbital gap: 10.54 eV
energy above the lowest of the compared OMol25 structures with the same formula, charge and spin: 39.2 kcal/mol
HOMO level: -10.742 eV


H30O15 | the ωB97M-V functional and the def2-TZVPD basis

XYZ file:
```
45
Properties=species:S:1:pos:R:3:lowdin_charge:R:1
H 0.165 0.455 -0.727 0.053
H -0.015 0.788 0.647 -0.093
H -2.604 -1.949 -2.952 0.027
H -3.551 -2.959 -3.714 -0.002
H -0.025 3.031 4.365 -0.017
H -0.544 1.934 5.196 0.062
H 0.416 -0.999 5.662 0.023
H 0.346 0.156 4.699 -0.011
H 3.399 1.242 0.749 0.056
H 2.247 0.215 0.804 0.018
H 2.030 2.385 -1.421 0.029
H 2.716 2.610 -2.758 0.073
H -3.523 -0.068 1.985 0.035
H -2.419 -1.015 2.256 -0.011
H 1.414 0.140 -5.357 0.067
H 0.785 0.122 -3.981 -0.051
H -4.294 -1.512 -0.414 0.065
H -5.044 -2.120 -1.617 0.039
H 0.923 -2.895 2.069 -0.035
H 0.728 -4.389 2.448 0.062
H -0.711 3.347 -2.047 -0.018
H -0.950 3.852 -3.455 0.106
H 4.159 -0.424 -2.797 0.064
H 4.048 1.140 -2.664 -0.015
H 0.329 -1.332 3.151 0.044
H 1.090 -0.058 2.860 0.023
H 0.094 -2.395 -3.258 -0.012
H 1.534 -2.373 -2.992 0.021
H -1.769 2.271 0.199 0.047
H -1.127 2.397 1.547 0.076
O -0.231 0.129 0.098 -0.031
O -2.724 -2.548 -3.687 -0.020
O -0.390 2.956 5.222 -0.067
O 0.305 -0.074 5.623 -0.023
O 2.631 0.952 1.281 -0.054
O 2.572 1.957 -2.059 -0.064
O -3.134 -0.611 2.683 -0.023
O 1.101 -0.404 -4.613 0.002
O -4.746 -2.375 -0.712 -0.099
O 1.210 -3.559 2.626 -0.036
O -1.151 3.049 -2.825 -0.089
O 3.668 0.383 -3.042 -0.078
O 1.229 -0.994 3.029 -0.047
O 0.728 -2.816 -2.701 -0.049
O -0.913 2.357 0.593 -0.047
```

Computed properties:
E_tot: -1146.442598 Ha
multiplicity: 1
frontier orbital gap: 10.30 eV
energy above the lowest of the compared OMol25 structures with the same formula, charge and spin: 123.9 kcal/mol
HOMO level: -10.935 eV


H30O15 | the ωB97M-V functional and the def2-TZVPD basis

XYZ file:
```
45
Properties=species:S:1:pos:R:3:lowdin_charge:R:1
O 0.014 0.026 -0.063 -0.062
H -0.726 -0.497 0.287 0.002
H 0.292 0.662 0.591 0.027
O 3.066 0.956 -0.629 -0.015
H 3.833 1.385 -0.227 0.056
H 2.756 0.350 -0.011 -0.062
O -2.488 1.995 -0.598 -0.035
H -2.671 1.054 -0.694 -0.014
H -2.461 2.331 -1.472 0.037
O -0.131 3.275 2.847 -0.063
H 0.617 3.013 3.430 0.041
H 0.212 3.097 1.982 -0.049
O -2.245 -0.916 0.735 -0.050
H -2.248 -1.882 0.893 0.079
H -2.277 -0.506 1.626 0.123
O 2.384 -1.661 0.592 -0.039
H 1.433 -1.511 0.428 0.002
H 2.727 -1.915 -0.212 -0.004
O -0.309 -2.726 1.613 -0.042
H -0.010 -3.464 1.037 0.061
H 0.331 -2.793 2.323 0.056
O -1.887 -2.558 -1.863 -0.010
H -2.565 -3.041 -1.421 0.049
H -1.969 -1.624 -1.817 -0.031
O 2.486 3.472 1.592 -0.039
H 3.302 3.281 2.012 0.018
H 1.984 2.658 1.654 -0.044
O 1.576 0.880 2.142 -0.055
H 0.952 0.597 2.843 0.096
H 2.473 0.540 2.216 0.071
O -3.929 -0.231 -1.218 -0.064
H -3.452 -0.810 -0.601 -0.009
H -4.461 -0.849 -1.738 0.068
O 0.187 2.826 -0.025 -0.037
H 0.694 2.379 -0.688 0.031
H -0.746 2.637 -0.162 0.009
O -1.318 -0.027 -2.222 -0.073
H -0.916 0.680 -2.721 0.062
H -0.775 0.022 -1.390 -0.015
O 0.810 -2.875 -1.460 -0.073
H 1.021 -3.568 -0.804 0.055
H -0.162 -2.686 -1.425 0.023
O 1.711 -0.790 -2.790 -0.056
H 1.577 -1.270 -1.993 -0.056
H 1.308 0.088 -2.597 0.035
```

Computed properties:
E_tot: -1146.555931 Ha
multiplicity: 1
frontier orbital gap: 9.53 eV
energy above the lowest of the compared OMol25 structures with the same formula, charge and spin: 52.8 kcal/mol
HOMO level: -10.156 eV


H30O15 | the ωB97M-V functional and the def2-TZVPD basis

XYZ file:
```
45
Properties=species:S:1:pos:R:3:lowdin_charge:R:1
H 0.638 -0.993 -0.128 -0.031
H -0.381 0.119 0.262 0.077
H -0.042 3.819 1.054 -0.014
H 0.122 2.415 1.559 0.053
H -0.135 2.274 -2.076 0.026
H -0.628 3.587 -2.720 0.060
H -2.722 1.260 2.144 0.035
H -2.068 2.613 2.381 -0.004
H -1.769 -1.292 -2.997 -0.011
H -2.554 -2.147 -2.098 -0.007
H -2.222 -1.694 3.809 0.046
H -1.615 -0.922 2.785 -0.021
H 2.709 0.022 1.441 -0.002
H 2.414 1.465 1.099 0.060
H -1.096 -3.724 -0.712 0.055
H -0.473 -3.552 -1.995 0.020
H -3.307 2.332 -0.635 0.036
H -4.820 2.406 -0.779 0.029
H 3.378 0.657 -1.796 -0.021
H 2.656 1.338 -0.759 -0.002
H -4.167 -1.915 -0.296 0.045
H -5.257 -3.010 -0.009 -0.026
H 4.733 -2.071 -1.690 0.075
H 4.891 -0.880 -0.733 -0.027
H 1.962 -3.904 0.240 0.045
H 2.207 -2.734 -0.594 -0.016
H 0.646 3.991 -1.515 0.066
H 1.114 3.246 -0.274 -0.048
H 3.802 -0.497 3.175 0.045
H 2.610 -1.628 3.330 0.116
O 0.150 -0.306 -0.510 -0.064
O -0.424 3.018 1.042 -0.006
O 0.087 2.937 -2.686 -0.058
O -1.987 1.706 2.560 -0.038
O -2.594 -1.708 -2.959 -0.060
O -1.551 -1.005 3.704 -0.033
O 1.948 0.608 1.286 -0.085
O -1.077 -3.116 -1.450 -0.027
O -4.098 1.774 -0.780 -0.061
O 2.565 1.083 -1.687 -0.027
O -4.420 -2.733 0.156 -0.015
O 4.317 -1.499 -1.021 0.002
O 2.021 -3.647 -0.687 -0.031
O 1.288 3.327 -1.165 -0.092
O 3.149 -1.019 2.725 -0.064
```

Computed properties:
E_tot: -1146.391135 Ha
multiplicity: 1
frontier orbital gap: 8.79 eV
energy above the lowest of the compared OMol25 structures with the same formula, charge and spin: 156.2 kcal/mol
HOMO level: -8.930 eV


H30O15 | the ωB97M-V functional and the def2-TZVPD basis

XYZ file:
```
45
Properties=species:S:1:pos:R:3:lowdin_charge:R:1
H -0.952 -0.411 -0.701 -0.029
H 0.392 0.310 -0.416 0.063
H 0.968 0.744 1.731 0.011
H 0.970 0.079 3.078 0.013
H -1.047 -0.749 1.879 -0.015
H -1.149 -1.867 2.873 0.062
H -1.519 1.879 3.660 -0.013
H -0.576 2.108 2.492 0.020
H 2.016 3.780 -3.442 0.004
H 1.883 2.506 -2.865 0.061
H -1.259 -3.361 -1.719 0.063
H -0.461 -2.078 -1.717 0.102
H 3.594 -0.632 -1.681 0.055
H 4.509 -1.655 -1.058 0.010
H -0.543 -3.192 -0.163 -0.077
H -0.740 -4.612 -0.777 0.053
H -5.776 -0.730 0.763 0.020
H -4.271 -0.877 0.450 -0.017
H -1.637 4.171 0.656 0.085
H -2.927 4.050 1.452 0.032
H -2.190 2.262 -1.162 0.051
H -1.392 2.767 -2.261 -0.014
H 2.040 1.314 -0.366 0.049
H 2.485 2.696 -0.594 0.034
H 3.616 -0.243 1.041 -0.004
H 2.497 0.818 1.174 0.031
H 5.188 -2.687 0.222 -0.032
H 3.797 -2.459 0.480 0.053
H -4.343 -2.789 -2.202 0.028
H -3.165 -1.981 -1.823 0.004
O -0.466 -0.014 -0.054 0.002
O 1.092 -0.064 2.202 0.021
O -1.153 -1.702 1.899 -0.071
O -1.317 2.451 2.991 0.000
O 1.417 3.386 -2.854 -0.043
O -1.306 -2.463 -1.379 -0.070
O 4.412 -0.698 -1.145 -0.054
O -0.340 -4.074 -0.055 -0.047
O -5.088 -0.607 0.138 -0.026
O -2.491 3.612 0.708 -0.114
O -1.468 2.885 -1.358 -0.052
O 2.753 1.928 -0.123 -0.086
O 3.369 0.605 0.792 -0.126
O 4.674 -2.297 0.822 0.016
O -4.095 -2.110 -1.586 -0.054
```

Computed properties:
E_tot: -1146.269007 Ha
multiplicity: 1
frontier orbital gap: 8.74 eV
energy above the lowest of the compared OMol25 structures with the same formula, charge and spin: 232.8 kcal/mol
HOMO level: -9.367 eV


H31MnO17P | the ωB97M-V functional and the def2-TZVPD basis

XYZ file:
```
50
Properties=species:S:1:pos:R:3:lowdin_charge:R:1
O -0.161 -1.286 3.051 0.355
H -0.857 -1.828 3.429 0.198
H -0.254 -1.139 2.107 0.006
H -0.179 -0.444 3.513 0.164
O -2.745 1.417 1.852 0.333
H -2.382 1.771 2.667 0.179
H -2.094 1.409 1.146 0.003
H -3.039 0.521 2.030 0.156
O -2.469 -2.131 0.483 0.316
H -2.930 -1.758 -0.271 0.110
H -1.562 -1.817 0.515 0.006
H -2.912 -1.820 1.276 0.159
O 1.747 1.828 2.687 0.365
H 1.596 1.396 1.843 0.025
H 1.444 2.719 2.498 0.181
H 1.184 1.423 3.351 0.173
O -0.179 3.593 -0.562 0.352
H 0.571 3.432 -1.139 0.160
H -0.529 2.764 -0.226 0.001
H 0.225 3.911 0.249 0.172
Mn 2.340 0.830 -1.318 1.137
P -0.007 0.290 -0.047 0.288
O 1.394 0.763 0.463 -0.414
O -0.396 -0.996 0.661 -0.278
O 0.428 0.138 -1.575 -0.391
O -1.002 1.458 0.171 -0.259
O 0.711 -3.375 0.558 -0.005
H 0.146 -3.699 1.259 0.045
H 0.458 -2.459 0.449 -0.041
O 4.214 0.850 -0.209 -0.017
H 4.311 1.733 0.147 0.090
H 5.094 0.476 -0.167 0.124
O 2.551 -1.293 1.595 -0.014
H 3.067 -1.622 0.859 0.041
H 1.936 -0.675 1.200 -0.061
O 3.049 -1.100 -1.818 -0.012
H 3.214 -1.528 -2.658 0.121
H 3.378 -1.718 -1.165 0.094
O -0.627 1.740 -3.376 -0.014
H -0.373 1.139 -2.675 -0.065
H 0.178 2.209 -3.593 0.039
O -4.197 0.284 -0.461 -0.020
H -3.581 0.645 -1.100 0.034
H -5.061 0.482 -0.823 0.088
O 0.519 -2.025 -3.113 -0.034
H 0.573 -1.145 -2.741 -0.052
H -0.095 -1.940 -3.842 0.055
O -2.290 -1.412 -2.118 0.002
H -1.819 -0.583 -2.035 0.005
H -2.589 -1.428 -3.028 0.100
```

Computed properties:
E_tot: -2788.389268 Ha
multiplicity: 6
frontier orbital gap (spin up / spin down): 6.27 / 6.24 eV
energy above the lowest of the compared OMol25 structures with the same formula, charge and spin: 104.8 kcal/mol
HOMO level (spin up / spin down): -20.911 / -20.909 eV
charge: +4


H31O16 | the ωB97M-V functional and the def2-TZVPD basis

XYZ file:
```
47
Properties=species:S:1:pos:R:3:lowdin_charge:R:1
O -2.116 -0.810 4.417 -0.082
H 2.602 2.921 -3.033 0.027
H 0.368 0.948 -2.367 -0.043
O -2.893 0.974 -3.266 -0.073
H -1.842 -0.609 3.487 0.002
H -1.300 -0.875 4.918 0.019
O -1.085 0.665 -1.215 -0.152
H -2.903 0.305 -2.538 0.052
H -1.445 1.379 -0.661 0.040
O 5.411 3.087 0.318 -0.029
H 4.596 3.175 -0.136 0.007
H 5.158 2.625 1.099 0.014
O -0.466 -3.022 -3.521 -0.081
H 0.167 -2.831 -2.771 0.039
H 1.152 1.099 -0.263 -0.016
O -3.000 3.345 -1.330 -0.072
H -3.327 2.627 -1.913 0.016
H -3.671 4.022 -1.236 0.023
O 2.511 1.609 5.035 -0.049
H 2.564 1.548 4.085 0.023
H 1.604 1.424 5.281 0.026
O 0.212 -0.532 0.497 -0.322
H -0.463 0.179 -0.547 -0.053
H -0.461 -0.735 1.106 -0.093
O -4.933 -1.858 1.901 -0.086
H -4.377 -1.610 1.141 0.026
O 0.306 -5.355 0.336 -0.132
H 0.524 -4.547 -0.236 0.024
H 0.449 -5.018 1.273 0.055
O 0.461 1.210 -3.283 -0.098
H -0.316 1.848 -3.193 0.061
H -1.282 -2.759 -3.066 0.031
O 1.816 1.278 -0.914 -0.051
H -1.301 0.847 2.045 0.041
H 1.829 0.410 -1.320 0.029
O 2.349 -2.885 2.065 -0.089
H 2.216 -2.869 1.067 -0.009
H 2.167 -2.048 2.425 -0.019
O 3.063 3.706 -3.441 -0.109
H 0.681 -2.161 -0.330 0.047
H 2.269 4.275 -3.245 0.050
O 1.413 -2.824 -0.291 -0.084
H 2.086 -2.200 -0.530 0.055
H -4.798 -1.014 2.415 0.057
O -2.121 0.406 1.879 -0.043
H -1.964 1.005 -3.467 -0.009
H -1.914 -0.356 1.323 0.031
```

Computed properties:
E_tot: -1222.447593 Ha
multiplicity: 1
frontier orbital gap: 9.17 eV
energy above the lowest of the compared OMol25 structures with the same formula, charge and spin: 76.9 kcal/mol
HOMO level: -7.300 eV
charge: -1